No. 1
DFT (ωB97M-V/def2-TZVPD) results for 3 unconnected molecules or ions with the total composition H2N2O2 in a non-equilibrium geometry.

The geometry in XYZ format:
```
6
Properties=species:S:1:pos:R:3:forces:R:3
N 2.13449 0.28159 -0.34372 -0.3 1.1 1.9
N 2.94806 1.01750 -0.86240 1.4 0.6 -1.2
O 1.70592 -0.82517 -0.70150 -0.4 -0.2 0.2
O 3.46877 2.09147 -0.45005 -1.0 -0.7 0.6
H 1.78591 1.35198 1.31426 0.4 -0.9 -1.5
H -12.04314 -3.91736 1.04340 -0.1 0.0 0.0
```
Forces are in eV/Å.

## Properties
**Molar mass**: 62.0 g mol⁻¹
**Spin multiplicity**: 1
**HOMO energy (alpha / beta)**: 1.60 / 1.60 eV
**Kohn-Sham gap (alpha / beta)**: 3.6 / 3.6 eV
**Total charge**: -2
**DFT total energy**: -7098.253 eV

---

No. 2
DFT (ωB97M-V/def2-TZVPD) results for a molecular structure, C34H26Cl2CsIN10O4 in a non-equilibrium geometry.

The geometry in XYZ format:
```
78
Properties=species:S:1:pos:R:3:forces:R:3
Cs -0.49128 -0.63448 -0.45225 0.5 2.4 1.0
Cl -1.34748 -0.24478 7.95765 0.0 0.2 0.3
C -1.32908 -0.60488 6.25685 0.0 -0.1 -0.1
C -1.04678 0.39312 5.34415 -0.1 0.0 -0.2
C -0.95558 0.13032 3.96645 -0.2 -0.3 0.6
N -0.51078 1.05852 3.10015 0.6 0.4 -0.8
C -0.79388 2.34382 3.14795 0.0 -0.9 -0.1
O -1.76628 2.92462 3.65525 -0.2 0.5 0.3
C 0.31272 3.17412 2.53095 0.1 0.5 0.3
C 0.60992 4.39042 3.16085 -0.1 0.0 -0.1
C 1.70892 5.11872 2.75675 0.1 0.0 -0.1
C 2.47082 4.62342 1.70725 0.1 0.0 0.0
C 2.07832 3.43002 1.12025 0.3 0.3 -0.1
N 1.04152 2.71582 1.51775 -0.2 -0.4 -0.1
C -1.16388 -1.21128 3.52095 -0.2 0.2 0.6
C -1.50908 -2.17698 4.45825 -0.1 0.1 0.1
C -1.57868 -1.88768 5.81535 0.0 -0.1 0.0
Cl -1.95828 -3.17758 6.92735 -0.1 -0.2 0.1
N -1.11738 -1.48698 2.17355 -0.3 -0.1 -0.2
C -0.43888 -2.48748 1.70315 -0.1 -0.3 1.3
O -0.43168 -2.82908 0.49845 0.1 -2.6 0.2
C 0.43022 -3.32838 2.61025 0.0 -0.4 -0.3
C 0.02382 -4.64178 2.85795 0.1 0.0 0.0
C 0.79022 -5.43418 3.68325 0.0 0.0 0.0
C 1.96322 -4.90288 4.20375 0.0 -0.1 0.0
C 2.30842 -3.61168 3.84975 0.2 -0.2 0.3
N 1.56742 -2.83438 3.07745 -0.1 0.4 -0.2
H -0.86948 1.40362 5.67925 0.0 0.0 0.1
H -0.02958 4.72492 3.96345 -0.1 0.0 0.0
H 1.97152 6.05402 3.24085 0.0 0.0 0.0
H 3.34642 5.14342 1.34525 0.1 0.1 0.0
H 2.64022 3.03012 0.28055 0.0 0.1 0.0
H -1.73898 -3.18298 4.13625 0.0 0.0 0.0
H -0.88838 -5.00118 2.40505 -0.1 0.0 0.0
H 0.48182 -6.44538 3.92235 0.0 0.0 0.0
H 2.58822 -5.48458 4.86535 0.1 0.0 0.0
H 3.22812 -3.16248 4.21225 0.0 -0.1 0.1
C -2.30078 -2.09768 -4.06515 0.0 0.1 0.2
C -2.93368 -0.91658 -3.39935 0.0 -0.2 -0.2
N -4.23838 -0.84288 -3.36955 0.1 -0.3 -0.1
C -4.81758 0.21342 -2.78295 -0.2 0.5 0.2
C -4.11448 1.27932 -2.26885 -0.3 0.0 -0.1
C -4.84928 2.45232 -1.67395 0.0 -0.3 0.3
O -4.83128 3.60402 -2.50765 0.2 0.3 -0.2
C -2.70798 1.28672 -2.38885 -0.1 -0.9 -0.3
C -1.90408 2.43132 -2.05265 0.6 0.3 -0.1
N -0.81558 2.78732 -2.62835 -0.4 0.7 1.1
C -0.35438 2.28872 -3.80865 0.2 -0.1 -0.8
C -1.05778 2.53032 -4.99675 0.0 0.0 0.3
C -0.52408 2.19672 -6.22355 0.0 -0.1 -0.2
C 0.70512 1.56432 -6.30545 0.0 0.0 -0.1
C 1.41262 1.30182 -5.14335 0.2 0.0 -0.1
C 0.90302 1.69542 -3.92675 0.2 0.0 0.3
I 2.04222 1.38842 -2.18535 0.0 0.2 -0.4
C -2.05408 0.10142 -2.87755 -0.6 0.6 -0.3
O -0.80748 -0.07578 -2.81675 -0.4 0.2 -2.2
H -3.06988 -2.73838 -4.49105 0.0 0.0 0.0
H -1.61208 -1.74048 -4.83035 0.1 -0.1 -0.1
H -1.71198 -2.65568 -3.33795 0.1 -0.1 0.0
H -5.90288 0.20312 -2.78115 0.0 0.1 0.2
H -5.90658 2.20122 -1.54555 0.2 0.0 0.1
H -4.42398 2.69372 -0.68505 -0.2 0.0 -0.2
H -3.91078 3.74102 -2.76355 -0.1 0.1 0.0
H -2.21148 3.07662 -1.23005 -0.1 -0.1 0.1
H -2.03008 3.00052 -4.92685 0.0 0.0 0.0
H -1.06398 2.43822 -7.12905 -0.1 0.0 0.0
H 1.11282 1.27792 -7.26265 0.1 0.0 -0.1
H 2.36922 0.80262 -5.18855 0.1 0.0 0.0
N 4.64982 -1.28848 -0.65815 0.0 0.0 0.0
C 5.47162 -2.12578 -1.32155 -0.2 0.2 0.0
N 6.81752 -2.02388 -1.06635 0.0 0.2 0.2
N 5.11192 -3.00388 -2.19315 1.4 -0.2 0.1
C 3.90542 -3.19948 -2.64205 -0.4 0.0 -0.1
N 2.91402 -3.49828 -3.14665 -0.7 0.0 -0.2
H 5.00612 -0.54028 -0.09075 0.0 0.0 0.0
H 3.67012 -1.25608 -0.90035 0.1 -0.1 0.0
H 7.09402 -1.65008 -0.17405 0.0 -0.1 0.0
H 7.37222 -2.79068 -1.41355 -0.2 0.1 0.0
```
Forces are in eV/Å.

## Properties
**Molar mass**: 969.4 g mol⁻¹
**Spin multiplicity**: 1
**HOMO energy**: -1.54 eV
**Kohn-Sham gap**: 4.9 eV
**Total charge**: -2
**DFT total energy**: -92466.147 eV

---

These records have ΔE to the lowest compared entry with this formula, charge and spin values of 105.91; 78.34 kcal per mole, in the order they appear.